162
Properties=species:S:1:pos:R:3:forces:R:3:lowdin_charge:R:1 method="wB97M-V/def2-TZVPD" de_lowest_kcal_mol=24.30 gap_ev=9.52 mol_weight_g_mol=829.24 total_charge=0 lumo_energy_ha=0.0110
O 22.76127 9.69400 15.66487 1.6292 0.2607 -0.1701 -0.073
H 12.67294 10.08969 10.74228 0.6035 -0.1638 0.3831 0.016
C 18.80144 14.77934 12.49056 -0.4833 -0.0010 -0.4782 -0.051
H 10.52958 11.16453 12.00743 0.3422 -0.2280 -0.2847 0.032
C 20.85555 9.51592 17.01253 0.1353 -0.0124 0.5578 -0.075
H 14.35357 11.20360 14.91553 -0.2730 0.0691 -0.0171 0.063
C 10.51839 11.09969 13.93219 0.9842 -1.6326 -0.3402 -0.307
C 20.02288 9.70132 8.30214 0.9761 -0.3624 -0.4215 -0.083
C 19.83742 14.01425 15.88235 0.3816 0.5364 1.2857 -0.302
H 14.71306 12.69085 8.65820 0.2612 -0.3618 -0.8214 0.082
C 21.26241 11.59165 13.33223 0.6676 -0.7510 0.3677 -0.288
H 20.94764 12.58878 13.02443 0.8623 0.5010 0.1687 0.096
H 15.74327 6.95338 13.95029 0.3234 0.3318 -0.2185 0.014
H 17.18345 11.37152 11.94507 0.4548 0.4871 -0.3263 0.038
H 13.69936 7.13570 13.11501 0.4099 0.0000 -0.3740 0.089
H 21.32762 10.17189 17.74394 0.1933 -0.0499 0.1817 0.072
H 23.51715 9.71723 16.25623 0.4231 0.6154 -0.3877 0.106
H 7.83905 5.56751 12.06413 -0.0748 0.0512 -0.0043 0.081
H 11.99936 16.09966 11.67156 -0.0827 -0.0270 0.0305 0.076
H 14.97342 7.65010 8.49337 0.0639 -0.0331 -0.3394 0.081
H 11.63857 9.39568 9.11870 -0.4782 -0.1676 -0.7284 0.102
H 20.81758 9.62311 12.52823 0.0386 -0.0478 0.2979 0.076
H 21.56290 12.85559 16.72613 -0.3093 -0.4267 -0.1942 0.054
H 12.96362 13.46127 10.76630 0.3639 0.3344 -0.2848 0.067
H 21.35141 14.32499 17.54499 -0.2157 0.6343 -0.4247 0.065
C 20.58320 10.67532 12.36691 -0.3105 -0.9026 -0.4399 -0.083
H 12.79932 9.92646 18.95589 0.0800 -0.1337 0.2815 0.110
H 14.59890 9.35011 8.59643 -0.1705 0.1093 0.3603 0.080
C 13.89133 6.31098 13.80136 0.4375 0.2807 1.6847 -0.290
H 13.55290 5.37440 13.35822 -0.0291 -0.0013 -0.0173 0.111
H 10.47419 8.29501 11.75643 -0.3687 0.4335 0.4711 0.041
H 20.71057 13.08902 7.86470 -0.5058 0.3084 -0.4552 0.110
H 15.39838 13.50831 9.87796 0.7548 0.4127 0.2097 0.052
O 22.69023 11.33375 13.32874 -0.7924 1.1342 -0.6638 -0.078
C 16.97633 10.31585 17.46292 -0.0261 -1.0924 1.3990 -0.291
C 12.62600 10.01467 17.88338 0.8080 2.0879 0.1993 -0.352
C 13.11017 6.64191 15.07147 -0.7101 -0.2292 -0.3973 -0.085
C 15.58659 15.41131 15.25931 0.8632 -0.6352 0.5655 -0.059
H 13.96995 10.89248 13.18049 -0.1145 -0.2017 0.1997 0.059
H 10.07251 8.96068 14.15703 -0.2709 0.2969 -0.0120 0.070
H 13.86994 13.05121 12.18900 -0.2872 -0.1235 0.3840 0.051
H 19.94542 8.65207 8.01723 -0.6704 -0.1074 0.1020 0.075
O 12.85083 16.12320 11.22877 0.7975 -0.0338 0.1834 -0.083
O 14.02157 9.16534 11.25416 -0.8856 -0.0204 0.6076 -0.106
O 18.80532 14.86326 16.39707 0.9037 -0.1288 -0.2163 -0.098
H 20.96363 15.77565 9.31008 0.1057 0.0661 0.0160 0.083
H 13.24180 5.89877 15.85792 0.0399 -0.1499 -0.1488 0.074
H 14.73373 15.33775 11.52254 -0.1294 -0.0102 -0.1779 0.093
H 11.39309 11.74869 13.88968 0.2936 0.0988 0.1878 0.091
H 16.80860 14.21898 11.90736 -0.0930 -0.1995 -0.1520 0.087
H 17.35542 10.90007 7.56455 -0.4783 0.1603 -0.5362 0.029
H 9.46339 10.76310 8.23315 0.2811 -0.3505 -0.0868 0.075
H 18.65374 9.01561 14.19335 0.1045 0.2597 -0.1581 0.102
C 21.95713 8.74510 16.27225 -2.3260 -0.5324 0.6020 -0.309
H 15.74082 8.70487 18.20175 0.0367 0.0746 0.0618 0.078
H 16.74502 9.09235 12.99400 0.0641 0.5477 -0.3602 0.027
C 14.14016 8.07695 10.36155 0.5140 -0.0420 -0.2584 -0.291
H 20.30667 10.22124 16.38856 -0.0619 -0.3391 -0.4222 0.053
H 8.64830 8.32119 11.70187 0.2323 0.3331 0.1246 0.074
H 9.72492 11.76009 9.61440 0.1404 0.1933 0.0734 0.076
H 22.90894 10.83316 14.11816 -0.2304 -0.1801 0.1944 0.030
H 13.49784 9.62024 17.36145 0.3200 0.1680 -0.0769 0.085
H 14.64854 15.96446 15.21250 0.1066 -0.0681 -0.1310 0.074
C 14.97497 8.50373 9.17117 0.1467 -1.4116 -0.5303 -0.060
H 9.65330 7.54541 10.49821 -0.2706 -0.7349 -0.0069 0.070
H 22.49673 8.09910 16.96480 0.2226 0.1282 0.1351 0.117
H 20.87341 9.67603 8.98336 -0.1660 0.5446 0.4161 0.063
H 9.38994 6.65235 13.51640 -0.9307 0.0407 0.0049 0.101
H 12.16816 13.73908 12.22743 0.1768 -0.1965 0.5903 0.073
H 16.41536 16.07769 15.49841 -0.1714 0.2331 0.3630 0.071
H 13.16618 7.68767 10.06500 -0.4675 0.8184 -0.1083 0.113
H 19.38417 13.13644 15.42179 0.0082 -0.1691 -0.1494 0.084
H 11.42891 9.52289 15.09511 0.0323 -0.0837 0.1696 0.042
H 15.78179 12.56878 13.33044 0.1037 -0.0112 -0.3785 0.088
H 20.15939 8.89508 17.57646 -0.0778 -0.1997 -0.1956 0.068
H 19.41738 6.89146 15.02673 0.1254 -0.3129 -0.0551 0.059
C 20.78024 13.54693 17.03853 -0.0964 0.5127 -0.2694 -0.071
H 17.60103 10.57199 16.60721 -0.4976 0.3551 -0.2171 0.107
H 21.50589 12.65462 10.19111 -0.0716 -0.0921 0.2141 0.097
H 20.90903 10.86419 11.34404 -0.0345 0.1943 -0.0612 0.056
H 18.50257 15.80644 12.69996 -0.0412 0.0389 0.2060 0.084
C 13.72845 15.21199 11.92467 -1.4468 -0.5809 -0.3599 -0.284
H 10.57898 6.13061 12.46797 0.0329 -0.6151 -0.2519 0.094
C 14.70461 10.77455 13.97702 1.4819 0.9310 -0.1094 -0.039
H 14.88468 9.54369 11.43718 0.3798 0.0925 -0.0236 0.066
H 18.99050 12.92727 10.70552 0.6391 -0.4459 -0.2482 0.035
H 14.94141 9.72927 14.17553 -0.1555 -0.0700 -0.1758 0.066
H 17.74810 7.02042 15.52848 -0.1293 0.2204 -0.1308 0.057
C 11.37999 10.43584 9.31697 -0.5511 -0.6509 0.2787 -0.281
H 20.35487 10.16998 7.37572 0.0339 0.3223 0.0169 0.073
H 19.49907 10.78193 12.40429 -0.0780 0.1005 -0.0406 0.063
O 20.69400 13.03317 9.84596 -0.1370 0.1076 1.1981 -0.086
H 16.30677 14.46817 7.63010 -0.2775 0.3118 0.5113 0.117
O 18.12900 12.85919 11.12359 -0.4253 -0.4273 0.3532 -0.105
C 10.92404 9.64079 14.13630 0.6895 -0.1930 1.2391 -0.084
H 21.54907 8.05906 15.52999 -0.1299 0.1499 -0.2344 0.102
H 20.17577 13.15504 17.85653 -0.1104 -0.5032 -0.2132 0.067
C 16.66232 13.52137 8.03662 -0.8642 -0.2422 0.0912 -0.280
O 16.59998 10.78866 12.43642 -1.0592 0.5165 1.1966 -0.111
H 13.75092 15.45060 12.98800 0.1744 0.1782 0.0698 0.086
O 15.26226 6.15936 14.19474 -0.4964 -0.3502 -0.5731 -0.095
H 11.60562 9.22814 13.39248 0.0651 0.4604 -0.3154 0.059
C 18.39355 6.93020 14.65478 0.3919 0.2936 -0.0609 -0.067
H 17.82312 14.77197 10.55934 -0.2592 0.3677 -0.0203 0.097
C 20.99450 13.74970 8.68383 1.0306 -0.6724 -1.5695 -0.325
H 19.80802 14.83181 12.07566 0.0785 -0.1923 -0.0204 0.069
C 15.51781 14.27255 16.30341 0.1668 0.9897 -0.0555 -0.259
H 17.30042 13.04610 6.31863 0.0350 -0.3391 -0.4616 0.096
H 11.46603 8.52598 17.98964 -0.2312 -0.2055 -0.2027 0.097
H 22.07041 13.83883 8.53359 0.2739 -0.0477 0.3118 0.120
H 12.05976 6.68687 14.78387 -0.3138 -0.0032 0.2890 0.057
C 12.41071 11.52054 17.57208 0.5254 -0.9021 0.0119 -0.060
H 18.30557 9.79405 9.61997 0.4089 0.1209 0.6058 0.102
H 20.54849 15.54887 7.61711 -0.2180 -0.0759 0.0084 0.086
H 18.77720 11.37991 8.97129 0.2362 0.0135 0.0364 0.088
H 9.28357 10.12042 9.89575 0.0619 -0.2287 -0.1400 0.059
H 12.41607 11.67200 16.49267 0.0442 0.1060 -0.0268 0.054
C 15.71401 12.87650 9.04773 -0.3638 0.5995 0.6115 -0.054
H 20.32997 14.60039 15.10651 0.4197 -0.2410 0.0509 0.101
H 16.71157 11.57296 14.41481 0.2094 -0.2056 -0.1303 0.089
H 16.27816 12.54555 16.47663 0.2469 -0.4187 0.4827 0.032
H 19.39505 15.14876 8.95704 -0.1939 0.0246 -0.3791 0.053
H 18.80442 14.20488 13.41689 -0.0056 0.0557 -0.0554 0.054
O 16.91535 8.23189 13.38411 -0.3337 -0.1055 -0.0305 -0.104
C 9.55788 7.73584 11.56720 0.0186 -0.4729 0.4997 -0.086
C 9.88410 10.74938 9.23859 0.0693 0.1531 0.7207 -0.073
O 9.86561 11.11835 12.69925 -1.4680 1.1666 -0.2843 -0.088
H 11.83728 11.05177 8.54262 0.6739 0.2800 0.3053 0.103
O 16.69481 12.62884 6.93565 0.3523 -0.3937 -0.5369 -0.086
C 16.01740 11.53312 13.57538 -0.8163 -1.4237 -0.3446 -0.206
C 18.28444 8.11939 13.69485 -0.3034 -1.2091 0.9186 -0.288
O 17.78061 10.05488 7.72718 -0.1192 0.3230 -0.2466 -0.085
O 8.76379 5.43046 11.84578 -0.0398 -0.1773 0.6809 -0.070
H 16.11219 11.96346 9.49035 0.0793 -0.0165 -0.2220 0.069
H 14.50166 7.19716 10.89389 0.8301 0.0295 -0.0094 0.107
H 16.03274 8.64700 9.39185 -0.0614 0.2898 0.2898 0.065
H 15.58509 11.08480 18.57565 -0.0702 0.0803 0.0100 0.102
H 18.05273 14.27259 16.47651 -0.5901 -0.0449 0.1943 0.007
H 17.34030 8.23309 17.61976 -0.0617 -0.2401 -0.1080 0.071
C 16.48975 8.88819 17.43129 0.2768 -0.3568 -0.7123 -0.073
H 14.58592 13.71281 16.22363 -0.0357 -0.0911 -0.1357 0.105
O 15.85518 11.17056 17.65843 0.2274 0.5914 -0.6698 -0.094
H 18.12311 6.00280 14.14990 0.1302 0.0071 0.0125 0.082
C 9.53661 6.44904 12.45562 1.4047 1.0833 -1.6594 -0.307
O 11.86721 10.60472 10.65778 -1.0119 1.2891 -0.7195 -0.109
C 13.16522 13.78018 11.78892 0.3777 0.4132 -0.4906 -0.071
O 11.49871 9.34751 17.49405 -1.5761 -1.2002 -0.1323 -0.069
H 15.91882 15.02770 14.29465 -0.5982 -0.2689 -0.2330 0.053
H 17.62907 10.34798 18.33527 0.2472 0.5724 0.0970 0.113
O 16.63758 13.39414 16.20773 -0.4720 -0.0993 -0.8616 -0.120
H 13.35680 7.61362 15.49932 0.2460 0.1057 -0.2109 0.055
H 9.92205 11.42746 14.78370 -0.4980 0.1196 -0.3579 0.112
H 16.06018 8.64794 16.45874 -0.1051 -0.1867 0.0219 0.068
H 17.69425 13.66923 8.35499 -0.0523 -0.0098 0.7013 0.085
H 13.22473 12.07946 18.03369 -0.0263 0.2302 -0.1499 0.056
H 15.58312 14.68355 17.31084 -0.4458 0.3266 0.0824 0.116
H 18.86901 7.88279 12.80580 0.1503 0.3169 -0.1455 0.113
C 17.80919 14.18315 11.47651 0.5490 0.7027 0.5389 -0.296
C 18.72156 10.31278 8.75627 -0.2569 -1.0455 -0.0334 -0.314
H 11.45502 11.87568 17.95760 0.0499 -0.1528 0.1227 0.079
C 20.42985 15.12727 8.61525 -0.3113 0.4390 0.6871 -0.069
H 20.90793 11.45806 14.35429 -0.2199 -0.0698 0.0641 0.088